Computed, not measured: a molecular structure, C57H41Cl4MoN4O8PS2 in a non-equilibrium geometry, with ωB97M-V/def2-TZVPD.

Summary:
Lowest unoccupied orbital energy (spin up / spin down) (eV): 2.99 / 2.96
Total charge: -2
Spin multiplicity: 3
Gap between HOMO and LUMO (spin up / spin down) (eV): 5.31 / 5.35
F_max (eV/Å): 1.1

XYZ file:
```
118
C57H41Cl4MoN4O8PS2 ωB97M-V/def2-TZVPD
Mo -0.77 0.10 0.07
Cl -8.61 4.45 -2.76
C -7.29 3.51 -2.09
C -7.55 2.27 -1.53
C -6.49 1.53 -1.02
C -5.19 2.00 -1.07
C -4.96 3.26 -1.63
C -6.00 4.02 -2.14
C -4.05 1.20 -0.54
C -3.41 1.66 0.60
C -3.87 2.76 1.40
C -3.23 2.67 2.58
C -2.36 1.52 2.51
C -1.73 0.99 3.65
C -1.76 1.82 4.89
C -1.10 3.04 4.94
C -1.11 3.83 6.08
C -1.80 3.38 7.19
Cl -1.84 4.36 8.64
C -2.47 2.16 7.19
C -2.44 1.39 6.03
C -1.01 -0.20 3.69
N -0.72 -0.93 2.60
C 0.41 -1.60 2.92
C 1.23 -2.25 2.00
C 2.65 -2.50 2.39
C 3.43 -1.37 2.66
C 4.77 -1.50 3.02
C 5.32 -2.76 3.11
Cl 7.00 -2.94 3.56
C 4.57 -3.90 2.85
C 3.23 -3.76 2.50
C 0.81 -2.56 0.69
C 1.37 -3.63 -0.10
C 0.56 -3.79 -1.17
C -0.46 -2.79 -1.07
N -0.26 -2.01 0.05
C -1.57 -2.71 -1.90
C -2.63 -1.82 -1.72
C -3.80 -1.77 -2.54
C -4.49 -0.65 -2.19
C -3.73 -0.02 -1.14
N -2.60 -0.74 -0.88
C -1.59 -3.59 -3.10
C -2.50 -4.63 -3.25
C -2.46 -5.46 -4.36
C -1.49 -5.24 -5.33
Cl -1.42 -6.30 -6.72
C -0.58 -4.20 -5.21
C -0.64 -3.38 -4.10
C 0.76 -1.43 4.33
C -0.14 -0.57 4.82
N -2.43 0.96 1.26
H -8.56 1.90 -1.48
H -6.69 0.57 -0.56
H -3.94 3.65 -1.66
H -5.82 4.99 -2.58
H -4.63 3.48 1.12
H -3.36 3.30 3.44
H -0.55 3.38 4.06
H -0.58 4.77 6.11
H -3.00 1.83 8.07
H -2.96 0.44 6.01
H 2.99 -0.38 2.58
H 5.36 -0.62 3.21
H 5.02 -4.88 2.95
H 2.64 -4.64 2.33
H 2.24 -4.21 0.16
H 0.64 -4.54 -1.94
H -4.06 -2.48 -3.31
H -5.41 -0.28 -2.61
H -3.24 -4.81 -2.48
H -3.16 -6.28 -4.47
H 0.16 -4.03 -5.98
H 0.04 -2.54 -3.99
H 1.59 -1.90 4.83
H -0.21 -0.17 5.82
O 2.08 5.22 2.48
C 1.54 4.25 1.99
C 0.46 4.28 0.91
O -0.04 5.27 0.43
C 0.17 2.86 0.65
C 0.91 2.05 1.50
O 0.70 0.78 1.46
C 1.79 2.80 2.36
O 2.56 2.39 3.22
O -0.65 2.33 -0.16
C -1.53 1.72 -2.69
C -0.87 0.49 -2.09
O -0.45 -0.34 -2.86
H -2.28 1.39 -3.41
H -0.73 2.24 -3.22
H -1.96 2.39 -1.95
C 5.47 2.67 -2.93
C 4.60 1.95 -1.91
C 5.30 1.72 -0.58
O 4.25 0.66 -2.46
P 2.67 0.36 -2.76
S 1.99 1.54 -4.16
S 1.89 0.29 -0.90
O 2.78 -1.14 -3.35
C 3.72 -2.19 -3.04
C 4.96 -2.02 -3.91
C 4.06 -2.33 -1.57
H 5.73 3.66 -2.55
H 4.92 2.77 -3.86
H 6.39 2.10 -3.11
H 3.70 2.53 -1.74
H 6.21 1.14 -0.73
H 4.63 1.17 0.09
H 5.55 2.67 -0.12
H 3.19 -3.08 -3.36
H 5.49 -1.12 -3.61
H 4.67 -1.92 -4.96
H 5.61 -2.89 -3.80
H 4.63 -1.47 -1.21
H 4.66 -3.24 -1.43
H 3.15 -2.40 -0.96
```

Mulliken population analysis, charges in e, atoms 1 to 4: Mo -1.86; Cl -0.25; C 0.43; C -1.02